# 1
DFT (wB97M-V/def2-TZVPD) results for C40H39BrN7O5SSn as an isolated structure.

2S+1: 1
Total charge: +1
E in eV: -149488.4483
HOMO in hartree: -0.3693
Energy relative to the best compared isomer or geometry (same formula, charge and spin) in eV: 0.000
Molecular weight in g/mol: 928.478

```
94
Properties=species:S:1:pos:R:3:lowdin_charge:R:1
Sn -0.13770 0.99499 -0.87087 1.2724
Br 1.27904 2.66210 12.24839 0.7627
C 1.02537 2.41588 10.39520 -0.6916
C 1.91107 1.62261 9.68631 -0.1203
C 1.72689 1.46665 8.32170 -0.0237
C 0.66063 2.08300 7.68250 -0.2479
C -0.23075 2.87059 8.40777 -0.0189
C -0.04458 3.04249 9.76528 -0.1157
N 0.56934 1.85449 6.27465 0.0630
N -0.41541 2.38237 5.73498 0.0712
C -0.55199 2.21994 4.33995 -0.1958
C -1.48761 3.06030 3.78023 0.0089
C -1.74416 3.12185 2.40510 0.0290
C -1.05154 2.30968 1.54267 -0.3054
O -1.17369 2.36708 0.22897 -0.1690
C -0.13269 1.37720 2.10433 -0.1237
N 0.48323 0.57506 1.19979 0.0272
C 1.44134 -0.24241 1.57341 -0.1130
C 1.78929 -0.37221 2.91850 -0.0205
C 1.13489 0.37296 3.86776 0.0447
C 0.15315 1.31664 3.48238 -0.0558
H 2.73104 1.13451 10.19314 0.1035
H 2.41309 0.86571 7.73914 0.1108
H -1.05489 3.34897 7.89932 0.1061
H -0.72231 3.65821 10.33937 0.1041
H -2.01519 3.72015 4.45650 0.1219
H -2.46658 3.81650 1.99855 0.1269
H 1.93168 -0.79738 0.78602 0.0699
H 2.56811 -1.06661 3.20047 0.1173
H 1.37995 0.26941 4.91138 0.0993
O -3.89190 -0.21685 -1.97623 0.1251
C -2.72104 0.06322 -1.94918 -0.5710
O -1.96150 0.04223 -0.87770 -0.1245
C -1.99720 0.39977 -3.23274 -0.1953
C -2.60861 0.27519 -4.46694 0.0352
C -1.84880 0.51098 -5.59888 -0.0103
C -0.50920 0.85389 -5.46046 -0.0086
C 0.02325 0.97250 -4.19184 -0.0791
N -0.72261 0.75301 -3.10798 0.0197
H -3.65001 -0.01052 -4.50435 0.1339
H -2.29010 0.42102 -6.58239 0.1222
H 0.11980 1.02480 -6.32207 0.1204
H 1.05971 1.23403 -4.03198 0.1258
O 3.52316 2.37986 -2.14722 0.1369
C 2.34279 2.31404 -1.92367 -0.5378
O 1.80574 1.36590 -1.17570 -0.1525
C 1.39256 3.36950 -2.42985 -0.1978
C 1.89035 4.40818 -3.24221 0.0293
C 1.01182 5.35321 -3.67663 0.0273
C -0.34487 5.28411 -3.27912 -0.1385
C -1.29446 6.25456 -3.67625 -0.0210
C -2.58923 6.16566 -3.25592 -0.0559
C -2.98755 5.10509 -2.41245 -0.0465
C -2.09482 4.15100 -2.01431 -0.0031
C -0.75148 4.21412 -2.44816 -0.1765
N 0.14243 3.25297 -2.06295 0.1120
H 2.94132 4.41388 -3.48909 0.1272
H 1.33558 6.16534 -4.31570 0.1280
H -0.97119 7.06891 -4.31229 0.1201
H -3.31265 6.91071 -3.55776 0.1123
H -4.01257 5.05204 -2.07052 0.1138
H -2.39053 3.36376 -1.33768 0.0978
C -0.65869 -5.98065 -5.22398 -0.1070
C -1.17148 -5.38312 -3.91952 -0.2709
C -1.02733 -3.86509 -3.88458 -0.2022
C -1.67625 -3.21956 -2.66785 -0.1948
N -1.04584 -3.61823 -1.41546 0.0344
C -0.00729 -3.02745 -0.81588 -0.6954
S 0.78337 -1.67491 -1.55290 0.7299
N 0.44259 -3.64360 0.27609 0.0258
C 1.65360 -3.38475 1.04127 -0.2054
C 2.32706 -4.69082 1.44993 -0.1877
C 3.11788 -5.38491 0.34001 -0.2461
C 2.29619 -5.82647 -0.86917 -0.1058
H -0.74255 -7.06682 -5.22508 0.0733
H 0.39080 -5.72659 -5.38317 0.0760
H -1.22682 -5.60065 -6.07459 0.0752
H -0.61843 -5.82059 -3.08246 0.0978
H -2.22487 -5.64854 -3.78355 0.1126
H -1.48873 -3.43261 -4.77819 0.1195
H 0.03079 -3.58952 -3.90365 0.1059
H -2.72928 -3.49569 -2.59660 0.1373
H -1.61388 -2.14324 -2.73374 0.0646
H -1.41580 -4.45121 -0.98276 0.1513
H -0.09023 -4.44000 0.59619 0.1490
H 1.39477 -2.80375 1.92835 0.0995
H 2.32230 -2.79202 0.41634 0.0936
H 1.57245 -5.37437 1.85689 0.1170
H 3.00606 -4.46150 2.27361 0.1154
H 3.60551 -6.25920 0.77527 0.1098
H 3.91595 -4.71531 0.00815 0.1130
H 1.43364 -6.42589 -0.56473 0.0749
H 2.90059 -6.44240 -1.53446 0.0771
H 1.93670 -4.97739 -1.45253 0.0565
```

# 2
DFT (wB97M-V/def2-TZVPD) results for C14H29BrMnN2S4 as an isolated structure.

2S+1: 2
Total charge: +2
E in eV: -162659.3953
HOMO (alpha / beta) in hartree: -0.5156 / -0.5033
Energy relative to the best compared isomer or geometry (same formula, charge and spin) in eV: 0.000
Molecular weight in g/mol: 488.510

```
51
Properties=species:S:1:pos:R:3:lowdin_spin:R:1
Mn 0.09953 -0.12376 1.05686 0.9911
C -2.40632 1.48251 -0.42239 -0.0021
C -2.16053 2.46090 0.72249 -0.0006
S -0.57779 2.14181 1.57757 0.0055
C -1.11578 1.96645 3.30515 -0.0015
C -1.83918 0.64878 3.58191 -0.0013
S -0.64016 -0.64759 3.18075 -0.0183
C -1.58934 -2.17277 2.96405 -0.0009
C -0.65897 -3.12621 2.21543 -0.0009
S -0.16064 -2.49782 0.58143 0.0105
C -1.72373 -2.68833 -0.35463 0.0006
C -2.25312 -1.40102 -0.98310 -0.0010
S -2.18284 -0.15207 0.31313 -0.0059
H -1.68178 1.63623 -1.22221 0.0000
H -3.40640 1.61660 -0.83248 -0.0008
H -2.95646 2.38825 1.46390 0.0001
H -2.16008 3.48405 0.35045 -0.0003
H -1.71424 2.83190 3.58719 -0.0004
H -0.18649 2.01865 3.87667 0.0001
H -2.74548 0.53278 2.98604 0.0000
H -2.11301 0.59758 4.63568 -0.0004
H -2.51620 -1.97903 2.42175 0.0000
H -1.84450 -2.60020 3.93382 -0.0004
H -1.09151 -4.12016 2.10619 -0.0002
H 0.28338 -3.24523 2.75451 -0.0001
H -2.45469 -3.09129 0.34628 0.0001
H -1.57493 -3.44364 -1.12467 -0.0003
H -3.27166 -1.55936 -1.33627 -0.0007
H -1.64965 -1.08800 -1.83025 -0.0001
Br 2.17007 0.19591 2.23112 0.0242
C 2.72139 1.95163 -2.06426 0.0001
C 1.84082 1.60449 -0.84879 0.0012
N 1.32221 0.21369 -0.91604 0.0003
C 2.47710 -0.73486 -0.92869 0.0016
C 3.49511 -0.38368 -2.02613 0.0001
N 2.90456 0.70337 -2.87539 0.0000
C 1.58570 0.24417 -3.41294 -0.0004
C 0.63680 0.03191 -2.21086 -0.0004
H 3.71185 2.29831 -1.77665 0.0000
H 2.26864 2.68934 -2.72455 0.0000
H 0.99656 2.28978 -0.80290 0.0002
H 2.39812 1.69428 0.08140 0.0004
H 2.07682 -1.73766 -1.07203 0.0001
H 2.95837 -0.70163 0.04231 0.0006
H 3.71486 -1.22056 -2.68601 0.0000
H 4.42952 0.00106 -1.62103 0.0000
H 3.53606 0.90254 -3.65090 0.0000
H 1.77202 -0.67233 -3.96921 0.0000
H 1.22567 1.00581 -4.10148 0.0000
H 0.24151 -0.98115 -2.24799 0.0001
H -0.19115 0.73556 -2.27424 0.0000
```

# 3
DFT (wB97M-V/def2-TZVPD) results for C34H32AsIrN4O2S as an isolated structure.

2S+1: 2
Total charge: +3
E in eV: -120320.9764
HOMO (alpha / beta) in hartree: -0.6087 / -0.6088
Energy relative to the best compared isomer or geometry (same formula, charge and spin) in eV: 0.000
Molecular weight in g/mol: 827.862

```
75
Properties=species:S:1:pos:R:3:lowdin_spin:R:1
Ir 0.28285 0.72329 0.00492 0.0234
N -1.60336 -2.59903 1.99957 0.0601
C -1.11664 -1.52048 1.42386 0.0338
S 0.19866 -1.60819 0.32543 0.0695
N -1.74994 -0.35883 1.81237 0.3146
N -1.29965 0.71070 1.21198 0.0916
C -1.86930 1.90823 1.47994 0.1083
C -2.97233 2.07765 2.38326 0.0474
C -2.96246 3.15651 3.29601 0.0370
C -4.00140 3.32161 4.18362 0.0055
C -5.08909 2.44953 4.14781 0.0706
C -5.12417 1.39376 3.23920 0.0019
C -4.06874 1.18870 2.37907 0.0422
C -1.24643 3.02864 0.75805 0.0014
C -1.78551 4.30441 0.73523 0.0309
C -1.13712 5.30833 0.02033 -0.0034
C 0.01207 5.00288 -0.67893 0.0290
C 0.47530 3.69077 -0.66711 0.0038
N -0.13089 2.74065 0.02900 0.0175
H -1.22484 -3.51524 1.80707 0.0021
H -2.36355 -2.51961 2.66124 0.0001
H -2.10828 3.82059 3.33926 0.0003
H -3.97473 4.12511 4.90654 -0.0004
H -5.91526 2.59651 4.83105 0.0030
H -5.98326 0.73814 3.20648 -0.0006
H -4.10899 0.38527 1.65775 0.0002
H -2.71327 4.51179 1.24668 0.0017
H -1.54613 6.30967 0.00275 -0.0006
H 0.53882 5.75072 -1.25489 0.0013
H 1.33504 3.37387 -1.24367 -0.0001
O 1.86911 0.89281 -1.31582 0.0007
As 3.39690 0.72552 -0.55880 0.0001
C 4.74015 1.53768 -1.59935 -0.0001
C 4.47192 2.71612 -2.29491 0.0000
C 5.48383 3.30616 -3.03151 0.0000
C 6.74682 2.72336 -3.06592 0.0000
C 7.00568 1.54872 -2.37315 0.0000
C 6.00023 0.94446 -1.63376 0.0000
C 2.98026 1.62592 1.08195 -0.0001
C 3.54003 2.82652 1.46515 0.0002
C 3.00835 3.50199 2.56781 0.0001
C 1.92041 2.99206 3.26630 -0.0001
C 1.35125 1.78756 2.87812 0.0008
C 1.87405 1.10151 1.77975 0.0010
C 3.74979 -1.09783 -0.18184 0.0004
C 4.12837 -1.50849 1.09320 0.0005
C 4.39378 -2.85196 1.31835 0.0001
C 4.28186 -3.76501 0.27838 0.0000
C 3.91074 -3.34746 -0.99532 0.0000
C 3.64697 -2.00849 -1.23366 -0.0001
H 3.48171 3.15466 -2.28418 0.0000
H 5.29221 4.21556 -3.58428 0.0000
H 7.53389 3.18790 -3.64459 0.0000
H 7.98823 1.09922 -2.41262 0.0000
H 6.19748 0.02134 -1.10181 0.0000
H 4.38433 3.24114 0.92741 0.0000
H 3.45731 4.43433 2.88591 0.0000
H 1.53921 3.52220 4.12875 0.0000
H 0.53290 1.36084 3.44643 0.0001
H 1.60225 0.04075 1.64188 0.0008
H 4.23043 -0.79600 1.90380 0.0000
H 4.69958 -3.18323 2.30143 0.0000
H 4.49971 -4.80957 0.45684 0.0000
H 3.84582 -4.06335 -1.80352 0.0000
H 3.38582 -1.67608 -2.23237 0.0000
C 0.02336 -0.87950 -3.04561 0.0017
C -0.99794 0.11198 -2.64330 0.0001
C -2.13182 0.39365 -3.56061 0.0000
O -1.01213 0.71370 -1.54714 0.0007
H 0.30456 -0.70878 -4.08500 0.0002
H -0.45465 -1.86497 -3.01513 0.0004
H 0.89923 -0.86246 -2.40820 0.0006
H -1.78245 0.49010 -4.58785 0.0000
H -2.68714 1.27381 -3.25016 0.0000
H -2.80121 -0.47347 -3.53971 0.0000
```

# 4
DFT (wB97M-V/def2-TZVPD) results for C23H26BrO3P2Tl as an isolated structure.

2S+1: 1
E in eV: -123731.5063
HOMO in hartree: -0.3040
Molecular weight in g/mol: 696.693

```
56
Properties=species:S:1:pos:R:3:nbo_charge:R:1
Tl -0.32410 -1.50567 0.99174 0.8528
Br -4.80490 0.30363 2.37384 0.0141
C -4.78460 -1.50067 1.73644 -0.0584
C -5.80950 -2.35837 2.09064 -0.2543
C -5.79590 -3.64787 1.57984 -0.1973
C -4.77820 -4.05247 0.73464 -0.2111
C -3.73900 -3.18777 0.41184 -0.0441
C -3.74620 -1.89477 0.91584 -0.2737
C -2.61190 -3.68467 -0.51836 0.7638
O -2.86300 -4.63577 -1.23986 -0.6617
O -1.51170 -3.06317 -0.42416 -0.8950
H -6.60740 -2.02737 2.73764 0.2241
H -6.59500 -4.32737 1.84004 0.2149
H -4.76430 -5.04067 0.30024 0.2424
H -2.97440 -1.18477 0.63914 0.2187
C 0.81290 2.74603 0.33994 -1.0034
P -0.88100 2.24973 -0.13536 1.9473
C -1.14680 2.89713 -1.82286 -1.0015
C -2.02530 3.16623 0.95444 -0.9993
O -1.07450 0.77963 -0.06156 -1.1668
H 0.94150 3.81983 0.26874 0.2385
H 1.51490 2.24443 -0.32196 0.2562
H 1.00510 2.41793 1.35914 0.2532
H -1.00170 3.97273 -1.86486 0.2379
H -2.16360 2.65153 -2.12336 0.2530
H -0.45150 2.39953 -2.49566 0.2591
H -1.79040 4.22543 0.96404 0.2379
H -1.96250 2.76453 1.96304 0.2552
H -3.04150 3.01743 0.59564 0.2562
C 4.51230 -1.68057 -0.82676 -0.9163
P 2.80370 -1.45357 -0.14206 0.7840
C 3.13600 -0.05947 1.03464 -0.2429
C 2.70660 -0.27667 2.34154 -0.2374
C 2.90170 0.67013 3.33064 -0.2150
C 3.53680 1.86203 3.02624 -0.2076
C 3.99540 2.07943 1.73794 -0.2038
C 3.80220 1.12723 0.75164 -0.2435
C 2.02160 -0.64187 -1.60306 -0.2513
C 2.56460 0.40893 -2.33506 -0.2525
C 1.89660 0.91923 -3.43366 -0.2107
C 0.68330 0.37713 -3.82796 -0.2189
C 0.16170 -0.70747 -3.14186 -0.1837
C 0.82890 -1.21347 -2.03986 -0.2418
H 4.95570 -0.73577 -1.13356 0.2151
H 4.44360 -2.34587 -1.68706 0.2403
H 5.13880 -2.14447 -0.06646 0.2369
H 2.24000 -1.22087 2.58874 0.2184
H 2.56250 0.46963 4.33684 0.2196
H 3.68950 2.60933 3.79034 0.2180
H 4.51790 2.99433 1.49974 0.2147
H 4.18440 1.32473 -0.23766 0.2076
H 3.52130 0.83333 -2.07106 0.2034
H 2.33330 1.74003 -3.98846 0.2135
H 0.16590 0.78383 -4.68636 0.2178
H -0.75860 -1.17157 -3.46166 0.2319
H 0.42890 -2.09187 -1.54436 0.2455
```